Record 1
DFT (ωB97M-V/def2-TZVPD) results for a structure of composition C39H60CsN6O2PSbSe4 at a distorted geometry.

Geometry as XYZ:
```
114
Properties=species:S:1:pos:R:3:forces:R:3:lowdin_charge:R:1
Cs -1.018654 0.034765 1.146301 -2.7 -1.7 -1.4 1.159
C 1.433738 -3.743548 -2.005003 0.0 0.1 -0.2 -0.101
N 1.688875 -2.322004 -2.032717 -0.1 0.0 0.0 -0.194
C 0.473831 -1.549958 -2.349398 0.5 -0.2 0.2 -0.064
C 2.902828 -1.881894 -2.587597 -0.1 -0.1 0.0 -0.187
C 3.625010 -2.625896 -3.517919 0.0 0.0 0.0 -0.033
C 4.831978 -2.168640 -4.040376 0.0 0.1 0.1 -0.106
C 5.336596 -0.940053 -3.637267 -0.1 -0.1 0.0 -0.110
C 4.652086 -0.202864 -2.681467 -0.2 0.0 0.2 -0.040
C 3.450076 -0.660443 -2.120957 0.2 0.1 0.2 -0.209
N 2.710196 0.047305 -1.188712 0.1 0.5 0.1 0.144
C 3.221556 0.706415 -0.141120 -0.4 -0.6 -0.3 -0.188
C 4.492507 0.415520 0.450060 0.2 0.5 0.1 0.017
C 4.883299 0.944243 1.651601 0.7 0.8 -4.4 -0.158
C 4.007357 1.802812 2.335463 -2.3 3.5 -3.1 -0.172
C 2.768423 2.105817 1.816623 0.6 0.4 -0.3 0.000
C 2.341047 1.611588 0.563336 0.2 0.1 0.0 -0.159
N 1.136823 1.989079 0.059817 -0.3 -0.2 -0.1 -0.172
C 0.782194 2.050383 -1.366793 0.1 0.2 0.2 -0.059
C 0.136916 2.584564 0.933030 0.4 1.1 0.0 -0.231
H 1.064536 -4.146497 -2.965098 0.0 0.0 0.1 0.086
H 0.665269 -3.944441 -1.254638 0.0 0.0 0.0 0.076
H 2.338919 -4.284827 -1.728395 0.0 0.0 0.0 0.085
H 0.081955 -1.791549 -3.347152 0.0 0.0 0.1 0.099
H 0.664189 -0.482771 -2.293928 0.1 -0.1 -0.1 0.053
H -0.283643 -1.787601 -1.606642 -0.2 0.0 -0.1 -0.013
H 3.218257 -3.569700 -3.860931 0.0 0.0 0.0 0.100
H 5.356076 -2.759389 -4.782338 0.0 0.0 0.0 0.093
H 6.256145 -0.556460 -4.063311 0.0 0.0 0.0 0.094
H 5.029986 0.759714 -2.358848 0.0 0.0 0.0 0.110
H 5.119151 -0.305537 -0.052632 0.1 0.0 -0.1 0.114
H 5.838228 0.672364 2.084380 -0.4 0.3 -1.6 0.106
H 4.302735 2.237821 3.283124 -1.5 1.4 -0.8 0.122
H 2.129463 2.782201 2.365453 0.0 0.0 0.0 0.113
H 0.329820 3.025539 -1.562506 0.0 0.0 0.0 0.087
H 0.046775 1.298538 -1.649106 -0.1 0.0 0.1 0.029
H 1.653233 1.928040 -1.996402 0.1 0.0 0.1 0.088
H 0.344776 3.640019 1.148649 0.0 0.0 -0.1 0.108
H 0.066168 2.039099 1.875875 0.5 0.7 -0.2 -0.044
H -0.827432 2.526749 0.430195 0.0 0.4 -0.1 0.047
O 0.896652 0.313136 2.592863 1.9 -0.3 2.1 -0.692
P 1.070438 -0.286396 3.967987 0.1 0.0 0.1 0.817
C 2.746590 0.124198 4.572431 0.2 -0.3 0.1 -0.289
C 3.815856 -0.275974 3.538905 -0.5 -0.9 0.8 -0.178
C 5.138012 0.458314 3.832375 1.5 -1.3 3.3 -0.261
C 5.346316 0.704857 5.336873 -0.2 -0.4 0.0 -0.165
C 4.692508 -0.410770 6.144541 0.0 0.1 0.0 -0.189
C 3.162318 -0.355906 5.986112 0.1 0.0 -0.1 -0.172
C 0.691815 -2.065950 3.868838 0.1 0.0 0.0 -0.318
C 1.334804 -2.669310 2.595086 -0.1 -0.1 0.1 -0.182
C 1.237148 -4.191540 2.651325 0.1 0.1 0.1 -0.182
C 2.108269 -4.751567 3.793398 0.0 0.1 0.0 -0.184
C 2.239242 -3.751809 4.956938 -0.1 0.0 -0.1 -0.195
C 0.949472 -2.947999 5.115875 0.1 0.0 -0.2 -0.165
C -0.165946 0.454793 5.081541 0.0 0.1 0.0 -0.312
C -0.042278 0.184254 6.611008 -0.1 0.1 -0.1 -0.164
C 0.212839 1.470523 7.395885 -0.1 0.0 -0.1 -0.211
C -0.918836 2.480802 7.183728 0.0 0.0 -0.1 -0.185
C -1.322207 2.597268 5.692496 0.1 -0.1 0.1 -0.168
C -0.284210 1.963656 4.767652 -0.1 -0.1 0.2 -0.188
H 2.692502 1.220263 4.558224 0.0 0.0 0.1 0.117
H 3.476666 -0.046869 2.528080 -0.4 -1.1 1.0 0.079
H 3.975172 -1.357432 3.591392 0.0 0.0 0.1 0.118
H 5.146915 1.408719 3.295366 2.4 -2.3 3.3 0.020
H 5.967069 -0.133954 3.437432 0.0 -0.4 0.8 0.120
H 4.893281 1.659188 5.627597 0.0 0.1 0.0 0.115
H 6.410467 0.784329 5.565381 0.0 0.0 0.0 0.109
H 4.953554 -0.339155 7.201621 0.0 0.0 0.1 0.106
H 5.071046 -1.375526 5.791172 0.0 0.0 0.0 0.112
H 2.753892 0.322226 6.735327 0.0 0.0 0.0 0.096
H 2.753860 -1.344723 6.194590 0.0 0.0 0.0 0.082
H -0.393020 -2.031561 3.700621 0.0 0.0 0.0 0.086
H 2.381529 -2.371538 2.496408 0.0 0.0 -0.1 0.105
H 0.816778 -2.294822 1.713452 0.1 0.0 0.0 0.080
H 1.541492 -4.625194 1.697058 0.0 0.0 0.0 0.106
H 0.187676 -4.460196 2.807025 0.0 0.0 0.0 0.110
H 3.103087 -5.001520 3.416435 0.0 0.0 0.0 0.105
H 1.670135 -5.682383 4.162197 0.0 0.0 0.0 0.105
H 3.069454 -3.063926 4.763246 0.0 0.0 0.0 0.090
H 2.480709 -4.277882 5.882160 0.0 0.0 0.0 0.110
H 0.969189 -2.358815 6.030306 0.0 0.0 0.0 0.078
H 0.111475 -3.641575 5.226880 0.0 0.0 0.0 0.125
H -1.088479 -0.012920 4.723983 0.0 0.0 0.0 0.091
H 0.742059 -0.532800 6.836711 0.0 0.0 0.0 0.067
H -0.974117 -0.264766 6.965752 0.0 0.0 0.0 0.124
H 1.164710 1.908720 7.079507 0.0 0.0 0.0 0.101
H 0.315111 1.241949 8.458627 0.0 0.0 0.0 0.111
H -0.615628 3.454027 7.575309 0.0 0.0 0.0 0.103
H -1.783739 2.164555 7.772526 0.0 0.0 0.0 0.106
H -1.476055 3.640839 5.417152 0.0 0.0 0.0 0.109
H -2.274810 2.088357 5.523744 0.0 0.0 0.0 0.113
H 0.681607 2.466311 4.889911 0.0 0.0 0.0 0.114
H -0.575207 2.100353 3.725412 0.0 0.0 0.1 0.091
Se -6.093113 0.057286 -3.189099 -0.2 0.0 -0.3 0.002
Sb -4.197173 0.668616 -1.685940 1.1 0.3 0.8 -0.432
Se -5.013315 1.832295 0.315805 0.0 -0.2 -0.1 -0.222
Se -2.708741 2.124525 -2.977187 -0.3 -0.3 -0.1 -0.216
Se -2.973907 -1.352527 -0.940652 -0.9 -0.4 -1.0 -0.212
C -5.022569 -0.313192 3.403790 -0.1 -0.2 -0.1 -0.026
N -4.528120 -1.511832 2.717235 0.0 0.1 0.0 -0.021
C -5.348752 -2.172409 1.864639 -0.1 0.2 0.1 -0.059
C -4.938781 -3.261607 1.190273 0.0 -0.1 -0.1 -0.050
C -3.574286 -3.619197 1.358406 0.1 0.1 0.0 -0.469
N -2.773709 -3.019387 2.215765 0.0 0.1 0.0 0.180
C -3.216873 -1.940262 2.911008 0.0 0.0 0.3 -0.552
O -2.491366 -1.321363 3.707841 -0.1 -0.1 -0.2 -0.080
N -3.045108 -4.634806 0.618904 -0.1 0.0 0.1 0.148
H -5.837901 -0.581776 4.077931 0.0 0.0 0.0 0.093
H -5.357129 0.406485 2.657850 0.0 0.0 -0.1 -0.009
H -4.208493 0.107449 3.977875 0.1 0.0 0.0 0.076
H -6.336322 -1.747683 1.740409 0.0 0.0 0.0 0.141
H -5.576482 -3.755450 0.472467 0.0 0.0 0.0 0.113
H -3.489264 -4.792796 -0.270627 0.0 0.0 -0.1 0.096
H -2.038201 -4.631677 0.584648 0.0 0.0 0.0 0.092
```
Positions in Å, forces in eV/Å.

Properties
Energy relative to the best compared isomer or geometry (same formula, charge and spin) = 429.3 kJ/mol
Multiplicity = 1
E = -12208.575461 Eh
HOMO-LUMO gap (alpha / beta) = 4.77 / 4.91 eV
HOMO (alpha / beta) = -3.904 / -3.876 eV
F_max = 5.215 eV/Å
Total charge = -1

Record 2
DFT (ωB97M-V/def2-TZVPD) results for a structure of composition C39H62N7O3PSbSeSiTi at a distorted geometry.

Geometry as XYZ:
```
116
Properties=species:S:1:pos:R:3:forces:R:3:lowdin_charge:R:1
Ti -9.345919 6.971321 20.099762 -0.2 2.6 1.9 0.912
N -6.942248 6.133488 24.183191 0.9 -0.7 -0.3 0.061
C -8.116427 5.475924 23.691569 0.0 -1.1 0.4 -0.296
C -7.976026 3.890102 23.658930 -1.1 1.1 -0.1 -0.104
C -9.197468 3.229515 24.385185 1.1 0.6 0.1 -0.148
C -9.619577 1.937408 23.727894 1.0 0.4 -0.3 -0.160
N -9.978980 2.210388 22.337933 -0.9 -0.9 -0.9 0.105
C -10.349995 1.249262 21.484342 0.6 1.8 -1.7 -0.391
N -10.329728 -0.052696 21.715942 -0.3 0.3 1.0 0.241
N -10.699889 1.589343 20.198423 0.5 1.1 1.0 0.196
C -8.547106 6.074666 22.346927 -1.7 0.8 -0.1 -0.436
O -8.594663 7.354105 22.106477 0.0 -2.6 -0.9 -0.050
O -9.082002 5.297931 21.440172 0.3 1.6 -0.4 -0.119
H -7.198090 6.881856 24.818387 0.8 -0.4 0.2 0.101
H -6.251430 5.412410 24.482419 -0.7 1.6 0.2 0.107
H -8.925637 5.633794 24.435007 -0.2 0.4 -0.8 0.154
H -7.023744 3.612925 24.152048 -0.6 0.0 -0.5 0.130
H -8.042531 3.539339 22.636124 0.9 0.1 -0.2 0.066
H -10.050254 3.929439 24.477385 0.4 -0.4 0.0 0.128
H -8.766823 3.036054 25.359990 -0.8 -0.3 0.5 0.128
H -10.403924 1.461367 24.256513 -1.2 -0.2 0.5 0.123
H -8.807574 1.220241 23.726781 0.5 -0.1 0.0 0.137
H -9.979685 3.177478 21.988091 0.0 -0.6 0.3 0.134
H -10.341812 -0.341360 22.675948 0.0 -0.5 0.2 0.129
H -10.825502 -0.627742 21.053155 0.1 -0.3 0.2 0.145
H -10.268127 2.391819 19.734716 -0.3 -0.2 0.6 0.104
H -10.764673 0.813450 19.596622 -0.2 -0.8 -0.9 0.101
C -12.779874 6.758097 22.778512 -0.5 0.9 0.6 -0.190
Si -13.168712 6.578034 20.936625 -2.2 0.6 1.8 0.153
C -13.245165 4.788173 20.688936 1.2 -2.5 -1.0 -0.236
C -14.691230 7.619931 20.391530 1.7 0.8 0.7 -0.199
Se -11.639288 7.442566 19.592181 2.7 0.3 -0.9 0.654
H -13.119191 5.829568 23.294894 0.6 0.5 -0.4 0.050
H -13.343341 7.580682 23.303206 0.5 -0.6 -0.7 0.061
H -11.712785 6.988442 22.945847 -0.3 -0.4 0.1 0.016
H -14.193037 4.309627 20.941404 -0.1 0.2 0.2 0.056
H -12.436193 4.244158 21.267761 -0.8 0.8 -0.2 0.039
H -13.014971 4.442320 19.655872 -0.4 0.5 0.3 0.040
H -15.396255 7.440060 21.221389 -0.3 0.0 -0.8 0.048
H -14.981055 7.399422 19.356956 -0.5 -0.1 0.5 0.042
H -14.422183 8.728875 20.439102 -0.3 -1.4 0.0 0.052
C -4.071125 -0.751618 16.710248 0.1 -0.5 -1.2 -0.080
C -4.142376 -0.923801 18.041696 -0.2 -1.9 3.2 -0.083
C -4.624768 0.075266 18.916455 0.7 -0.8 -1.4 -0.156
C -4.820455 1.305048 18.384074 -1.7 1.9 -0.6 -0.405
C -4.643746 1.564300 17.008784 0.5 0.4 0.5 -0.126
C -4.304104 0.519584 16.190691 0.5 0.1 -1.6 -0.076
Sb -5.834561 2.693108 19.699038 1.9 0.2 1.2 1.480
C -4.078393 3.991321 19.773885 1.1 0.1 1.4 -0.388
C -3.059882 3.984394 20.820447 -1.2 1.3 -2.3 -0.082
C -1.830295 4.655039 20.618291 -1.2 -2.1 1.5 -0.085
C -1.564516 5.167200 19.398876 1.2 1.8 -2.4 -0.102
C -2.573181 5.386880 18.461296 -1.1 -0.7 -0.7 -0.066
C -3.824698 4.746714 18.644542 0.0 0.6 -1.2 -0.184
C -7.202262 3.970610 18.610187 1.1 -0.5 1.0 -0.397
C -8.069792 3.177745 17.921029 -2.7 0.7 -1.6 -0.105
C -9.303179 3.728326 17.394033 1.1 -0.9 1.9 -0.016
C -9.536700 5.069823 17.626120 0.1 0.4 -0.3 -0.051
C -8.612774 5.958390 18.302632 0.3 -2.4 -0.5 -0.241
C -7.485485 5.300983 18.866765 1.3 1.3 -0.1 -0.116
H -3.856055 -1.634066 16.093408 0.1 0.7 0.0 0.129
H -3.907815 -1.919571 18.529784 -0.3 1.2 -0.9 0.138
H -4.816662 -0.130339 19.937421 -0.1 -0.3 0.9 0.075
H -4.614469 2.588239 16.615993 -0.4 -0.4 0.2 0.101
H -4.139728 0.694464 15.110480 -0.2 -0.1 0.7 0.127
H -3.355235 3.550763 21.730317 0.2 -0.6 1.2 0.066
H -1.026916 4.652785 21.356308 -0.4 -0.2 0.0 0.120
H -0.512412 5.428560 19.140462 -1.0 0.2 0.3 0.133
H -2.464838 5.943758 17.507862 0.4 -0.5 0.8 0.118
H -4.586010 4.782409 17.806037 1.0 0.2 1.0 0.098
H -7.878179 2.119439 17.782470 0.1 0.0 -0.1 0.103
H -10.077333 3.014455 17.057927 0.5 0.9 -0.4 0.132
H -10.455354 5.453263 17.260699 -0.6 0.6 -0.3 0.095
H -8.497693 7.018792 18.055715 -0.3 0.2 -0.2 0.122
H -6.728310 5.892256 19.446749 -0.6 -0.5 -0.5 0.132
O -8.737952 8.816469 19.687725 -1.4 -1.5 0.7 -0.433
P -8.389871 10.363735 19.886281 0.6 0.8 -2.2 0.710
N -9.429064 11.185702 20.849245 0.4 -0.6 -1.1 -0.185
C -9.658475 12.648295 20.955819 0.9 1.6 0.1 -0.158
C -11.130341 12.840763 21.307092 -1.6 -0.6 -0.4 -0.140
C -11.739857 11.402082 21.563927 1.5 0.2 0.8 -0.113
C -10.477403 10.464397 21.516085 -1.5 -0.8 1.8 -0.223
N -6.864748 10.355611 20.397912 -0.8 -1.3 0.0 -0.199
C -6.226522 11.124886 21.436868 -0.2 2.0 0.7 -0.189
C -5.131169 10.248438 22.049499 -0.3 0.5 -0.3 -0.137
C -4.860539 9.187149 20.962602 1.1 0.3 -0.2 -0.142
C -5.905314 9.386479 19.835820 0.7 -0.6 -1.7 -0.168
N -8.403545 10.960523 18.312102 -0.6 -0.8 1.1 -0.189
C -9.674448 10.775973 17.552415 -0.6 -0.4 -1.1 -0.193
C -9.557550 11.662709 16.261478 1.3 0.5 0.2 -0.141
C -8.018529 11.871869 16.170325 0.2 -1.6 0.9 -0.163
C -7.551849 11.984902 17.672087 -0.2 0.1 -1.5 -0.162
H -9.424569 13.291138 20.046415 0.1 -1.4 0.8 0.137
H -9.039240 13.055127 21.780420 -0.1 -0.3 -0.5 0.121
H -11.625300 13.344766 20.461379 0.0 -0.4 0.3 0.113
H -11.352497 13.487103 22.166250 0.6 -0.2 -0.2 0.120
H -12.469015 11.072177 20.836822 -0.2 0.2 -0.2 0.092
H -12.149615 11.329655 22.598366 0.0 0.1 -1.0 0.119
H -10.701371 9.501233 21.004784 0.2 0.8 0.5 0.020
H -10.219498 10.251925 22.588452 0.1 0.0 -0.9 0.133
H -6.858492 11.548815 22.233258 -0.5 -0.8 -0.3 0.122
H -5.946929 12.053499 20.930416 1.1 -0.1 0.2 0.125
H -5.500250 9.801019 22.974089 -0.1 -0.1 -0.2 0.108
H -4.278856 10.883605 22.341861 -0.2 -0.5 -0.4 0.127
H -4.935479 8.183752 21.392248 0.2 0.1 -0.2 0.103
H -3.832193 9.378036 20.565920 -0.9 -0.6 0.2 0.128
H -5.417679 9.781427 18.878918 -0.5 -0.1 1.3 0.134
H -6.374362 8.408149 19.443926 0.4 1.5 1.1 0.107
H -10.543371 11.118456 18.120642 0.0 -0.1 0.2 0.102
H -9.888189 9.691176 17.272443 0.6 1.2 0.4 0.116
H -9.936468 12.704345 16.485225 -0.4 -1.4 -0.6 0.129
H -9.911361 11.161233 15.300113 0.0 1.0 1.5 0.137
H -7.673910 12.669189 15.544610 -0.1 0.7 -0.2 0.106
H -7.588068 10.948971 15.731108 0.0 0.4 0.4 0.116
H -7.748349 12.999856 18.026877 -0.2 -0.1 0.2 0.109
H -6.472442 11.825289 17.760887 -0.3 -0.4 0.2 0.111
```
Positions in Å, forces in eV/Å.

Properties
Energy relative to the best compared isomer or geometry (same formula, charge and spin) = 161.2 kJ/mol
Multiplicity = 1
E = -6253.509938 Eh
HOMO-LUMO gap (alpha / beta) = 5.13 / 5.13 eV
HOMO (alpha / beta) = -14.587 / -14.587 eV
F_max = 3.789 eV/Å
Total charge = +3

The lowest total charge belongs to which entry?
C39H60CsN6O2PSbSe4